#A
{
  "formula": "C2H3NO2",
  "method": "ωB97M-V with the def2-TZVPD basis set",
  "spin_multiplicity": 1,
  "homo_ev": [-11.7219, -9.0949],
  "lumo_ev": [-0.11, -2.38],
  "species": ["O", "O", "N", "C", "C", "H", "H", "H"],
  "positions_angstrom": [[-3.2873, -1.6768, -1.1506], [-1.9686, -2.7032, 0.6084], [-2.2998, -1.3147, 1.0436], [0.3097, 0.1637, 0.0280], [-2.7680, -1.8265, -0.0931], [-0.7377, 0.2290, 0.0166], [0.5580, -0.1638, -0.9548], [1.0840, 0.4549, 0.7859]]
}

#B
{
  "formula": "C2H3NO2",
  "method": "ωB97M-V with the def2-TZVPD basis set",
  "spin_multiplicity": 1,
  "homo_ev": [-8.8108, -8.8114],
  "lumo_ev": [-0.19, -0.19],
  "species": ["O", "O", "N", "C", "C", "H", "H", "H"],
  "positions_angstrom": [[-2.1682, 0.5633, -0.3841], [2.0437, -0.7570, -0.3919], [0.8095, -0.2560, -0.7009], [-1.0836, 0.9318, 0.2127], [0.0417, 0.0883, 0.2486], [2.1804, -0.7861, 0.5754], [0.3002, 0.5155, 1.2938], [-2.1238, -0.2998, -0.8536]]
}

#C
{
  "formula": "C2H3NO2",
  "method": "ωB97M-V with the def2-TZVPD basis set",
  "spin_multiplicity": 1,
  "homo_ev": [-9.9340, -9.9351],
  "lumo_ev": [-0.43, -0.43],
  "smiles": "O=C1N[C@H]1O",
  "species": ["O", "O", "N", "C", "C", "H", "H", "H"],
  "positions_angstrom": [[-0.5860, -1.2084, -0.1571], [-1.8169, 1.8843, -1.2101], [0.3767, 1.1202, 0.2942], [-0.4755, 1.0980, -0.7662], [0.1620, -0.1412, -0.5437], [-1.4782, -0.8079, -0.2242], [1.0627, -0.2223, -1.1284], [0.0041, 1.2720, 1.1660]]
}

The structures above, arranged from the most stable to the least stable: #C, #B, #A.